[1]
76
Properties=species:S:1:pos:R:3:forces:R:3:lowdin_charge:R:1 method="wB97M-V/def2-TZVPD" homo_ev=-5.10 total_energy_ev=-146658.626 charge=-1 orbital_gap_ev=7.6
Zn -0.27805 1.53347 -0.54797 0.30 0.50 0.02 0.514
C -4.10314 -2.97202 -0.52465 -0.12 0.02 0.03 -0.078
O -4.35797 -1.94518 0.45934 0.19 -0.17 -0.33 -0.015
C -3.19741 -1.22519 0.50787 -0.04 0.27 0.25 -0.315
N -2.26958 -1.49073 -0.30056 -0.16 -0.09 0.10 0.194
C -2.79010 -2.52281 -1.19868 0.05 0.04 0.03 -0.241
C -1.80270 -3.62886 -1.45715 -0.04 -0.06 -0.06 -0.179
C -2.21075 -4.75651 -2.16372 0.01 -0.02 -0.01 -0.045
C -1.31572 -5.77242 -2.45476 0.02 0.02 0.02 -0.092
C 0.00690 -5.66591 -2.04586 -0.02 0.00 0.00 -0.099
C 0.41890 -4.54268 -1.34692 -0.01 -0.01 0.00 -0.074
C -0.48106 -3.52875 -1.04832 0.04 0.02 -0.02 -0.019
C -3.20543 -0.14437 1.52326 -0.33 -0.13 -0.14 -0.212
C -4.41982 0.23748 2.09047 0.03 0.15 0.14 -0.011
C -4.42539 1.28255 2.99700 0.14 -0.01 -0.07 -0.036
C -3.21675 1.87618 3.33548 -0.07 -0.15 -0.03 0.014
C -2.07159 1.40010 2.71511 0.44 0.33 0.11 -0.200
N -2.05554 0.43960 1.80456 -0.16 -0.37 -0.10 0.191
C -0.72564 1.96232 2.98962 -0.23 -0.07 -0.13 -0.309
N 0.28496 1.71688 2.27344 -0.08 0.06 0.24 0.162
C 1.39652 2.49373 2.81999 -0.04 0.00 0.03 -0.242
C 0.80489 3.11640 4.10845 -0.02 0.06 0.11 -0.059
O -0.60773 2.78895 4.05994 0.24 -0.01 -0.17 0.005
C 2.62611 1.65604 3.05964 0.00 0.06 0.05 -0.187
C 3.79092 2.27819 3.49715 0.04 -0.02 0.03 -0.043
C 4.94218 1.54399 3.72809 -0.03 0.00 -0.01 -0.091
C 4.94067 0.17161 3.51830 -0.01 -0.02 -0.01 -0.105
C 3.78432 -0.45137 3.07525 0.03 0.00 0.00 -0.083
C 2.63040 0.28574 2.84729 0.00 -0.02 -0.01 -0.025
H -4.95915 -3.00635 -1.19653 0.04 -0.03 0.00 0.124
H -3.99739 -3.93154 -0.00978 0.01 0.06 -0.01 0.127
H -2.99527 -2.03049 -2.15481 -0.03 0.04 -0.01 0.153
H -3.23751 -4.83557 -2.50215 -0.05 0.00 -0.02 0.113
H -1.64648 -6.64081 -3.00877 -0.01 -0.03 -0.02 0.096
H 0.71184 -6.45292 -2.27654 0.04 -0.03 -0.02 0.094
H 1.45079 -4.44391 -1.03852 0.05 0.00 0.02 0.104
H -0.16069 -2.64460 -0.51500 0.01 0.04 0.02 0.112
H -5.32846 -0.25765 1.79080 -0.06 -0.03 -0.01 0.115
H -5.35488 1.63926 3.42067 0.01 -0.02 0.03 0.109
H -3.14945 2.68258 4.04854 0.00 0.06 0.02 0.116
H 1.65373 3.26243 2.08442 -0.03 -0.02 0.14 0.124
H 0.89335 4.20058 4.15400 0.01 -0.02 -0.01 0.125
H 1.22623 2.67207 5.01330 -0.03 0.02 -0.03 0.125
H 3.80202 3.35190 3.63857 0.00 0.07 -0.01 0.119
H 5.84374 2.04353 4.05661 0.03 0.02 0.02 0.097
H 5.83852 -0.40588 3.69224 0.04 -0.03 0.00 0.093
H 3.77971 -1.51765 2.89386 0.00 -0.05 0.00 0.098
H 1.73257 -0.19248 2.48185 -0.04 -0.02 -0.02 0.111
O -1.16850 -0.34784 -2.95911 0.13 0.11 0.16 0.081
B -0.17757 0.08304 -2.03388 -0.21 -0.26 0.04 -0.496
O 1.04066 -0.55965 -2.39688 -0.17 0.05 0.09 0.091
C 0.77400 -1.32946 -3.48796 0.24 0.01 0.06 -0.240
C 1.63143 -2.13056 -4.20179 -0.04 -0.12 -0.13 -0.001
C 1.09260 -2.81965 -5.29171 0.00 0.05 0.05 -0.106
C -0.24849 -2.69057 -5.63164 -0.03 0.04 0.05 -0.105
C -1.10557 -1.86603 -4.89761 0.06 -0.12 -0.10 0.000
C -0.56034 -1.19749 -3.82736 -0.19 0.01 -0.06 -0.239
H 2.67232 -2.21835 -3.92660 0.06 0.00 0.01 0.114
H 1.73348 -3.45818 -5.88434 0.02 -0.04 -0.02 0.090
H -0.63640 -3.23481 -6.48198 -0.01 -0.02 -0.03 0.090
H -2.14871 -1.74869 -5.15539 -0.04 0.00 -0.01 0.115
Cl -3.03957 4.88872 -0.00648 0.05 -0.08 0.19 0.058
Si -2.29329 3.03936 -0.74828 -0.10 -0.35 -0.51 -0.538
Cl -1.85097 3.62954 -2.76173 -0.07 0.01 0.12 0.082
Cl -4.13691 1.95819 -1.05419 0.07 0.15 0.09 0.094
F 4.79696 5.06360 -0.00314 -0.14 -0.11 -0.01 0.008
C 3.66750 4.29375 -0.10801 0.13 0.09 0.03 -0.299
C 2.43627 4.91425 -0.11022 0.05 -0.04 0.04 -0.040
C 1.30016 4.11402 -0.20445 -0.06 0.03 -0.02 -0.157
C 1.34721 2.71802 -0.30651 0.10 0.17 -0.21 -0.274
C 2.63387 2.16465 -0.32494 0.03 0.01 -0.01 -0.137
C 3.79589 2.92610 -0.21518 -0.05 0.06 0.02 -0.036
H 2.37700 5.99276 -0.04546 -0.01 0.04 0.02 0.106
H 0.33815 4.61818 -0.18766 -0.05 0.02 -0.03 0.067
H 2.75304 1.09104 -0.42824 -0.01 -0.06 0.00 0.090
H 4.78015 2.47718 -0.21371 0.04 -0.03 0.00 0.109

=====

[2]
11
Properties=species:S:1:pos:R:3:forces:R:3:mulliken_spin:R:1 method="wB97M-V/def2-TZVPD" homo_ev="-16.57 / -16.46" total_energy_ev=-17101.401 de_lowest_kj_mol=128.5 charge=+2 orbital_gap_ev="9.0 / 7.0" multiplicity=2 s_squared=0.76
O 0.36202 0.52338 -0.96233 1.32 0.03 -2.27 0.336
C -0.10831 0.27704 -2.17760 0.23 0.20 0.75 0.175
C -1.09165 -0.34231 -1.51279 -0.24 -1.03 -0.76 0.372
Na 2.50607 1.21785 0.46687 -0.01 0.06 -0.16 0.001
Na -1.37765 -2.56117 -0.27659 -0.24 -0.02 -0.03 0.000
H 0.35231 0.33892 -3.16108 0.00 0.48 0.12 0.009
C -1.81422 0.11001 0.63153 3.76 1.08 2.26 -0.065
C -0.62281 0.33915 0.95643 -5.22 -1.14 1.39 0.168
O 0.53950 0.45027 1.55968 0.80 0.26 -0.85 0.005
H -2.86351 0.01138 0.86638 0.15 0.09 -0.61 -0.004
H 0.47390 0.61424 2.51153 -0.56 -0.02 0.16 0.004

=====

[3]
77
Properties=species:S:1:pos:R:3:forces:R:3:lowdin_charge:R:1 method="wB97M-V/def2-TZVPD" homo_ev=-12.51 total_energy_ev=-124464.780 de_lowest_kj_mol=0.0 charge=+2 orbital_gap_ev=6.3
Pb -0.49695 0.03912 -0.70848 0.21 -0.48 -0.29 1.152
C 0.65407 1.97382 -4.29530 0.24 1.27 -1.05 -0.492
C 0.86582 0.55692 -4.74068 0.75 -1.49 0.62 -0.467
S 1.11145 -0.54586 -3.29185 -0.33 -0.26 -0.56 0.793
C 0.38494 -2.07373 -3.92242 0.52 -1.20 -0.36 -0.500
C -0.07685 -2.97084 -2.77991 -0.12 -0.26 0.02 -0.510
S -1.59944 -2.67683 -1.78239 -0.46 0.39 0.35 0.735
C -2.97912 -2.24456 -2.94568 1.60 -0.31 -1.07 -0.465
C -2.79433 -0.84379 -3.60058 -0.46 -0.01 0.20 -0.482
S -3.00704 0.52299 -2.33925 0.06 -0.78 -0.40 0.776
C -2.70942 1.92978 -3.47002 -0.34 -1.28 -0.29 -0.489
C -1.71091 2.96122 -2.96403 0.79 -1.31 -1.07 -0.435
S -0.02089 2.21167 -2.61132 -1.31 1.44 -0.56 0.763
H 0.05410 2.51239 -5.11650 0.71 -0.51 1.58 0.134
H 1.63130 2.46281 -4.22718 -0.24 0.10 -0.13 0.079
H 1.82735 0.36975 -5.27980 -1.19 0.69 -0.25 0.106
H -0.01830 0.17845 -5.24037 0.14 -0.12 -0.45 0.068
H 1.17939 -2.65699 -4.47416 -0.81 0.62 0.51 0.118
H -0.44424 -1.94158 -4.60638 0.09 0.45 -0.31 0.064
H 0.74528 -2.92022 -2.04604 -0.47 -0.64 0.14 0.062
H -0.24593 -3.98511 -3.16298 0.57 0.18 0.12 0.086
H -3.95785 -2.38203 -2.42178 0.96 0.04 -0.52 0.100
H -2.77107 -3.03228 -3.72393 -1.06 0.81 0.43 0.095
H -3.49108 -0.69265 -4.44412 -0.36 -0.03 0.71 0.102
H -1.83523 -0.68838 -4.11369 0.05 -0.29 0.74 0.034
H -3.75083 2.27547 -3.61598 0.87 0.49 -0.40 0.095
H -2.33285 1.36500 -4.35994 -0.37 1.14 0.33 0.077
H -2.02175 3.37582 -2.04538 -0.35 0.63 1.09 0.040
H -1.59689 3.74385 -3.71480 0.15 0.06 0.18 0.095
N -1.32348 -6.31300 1.39218 -0.66 -0.71 -0.14 0.134
C -1.01296 -5.28858 2.23608 0.91 0.15 0.29 -0.296
C -1.75092 -4.11099 2.21067 -1.51 -0.61 -0.99 -0.043
C -1.19806 -2.93037 2.58613 0.84 1.62 0.50 -0.082
C 0.08528 -2.89164 3.15362 0.70 0.50 0.28 -0.286
C 0.73194 -4.11447 3.45122 0.52 1.45 0.23 -0.087
C 0.16411 -5.28760 3.04108 -0.68 -0.43 -1.56 -0.013
S 0.83343 -1.23723 3.58494 0.18 -3.09 -0.42 0.747
O 2.17907 -1.41092 4.06395 -0.84 0.14 -0.67 -0.268
O -0.13580 -0.54698 4.35919 -0.12 1.01 -0.64 -0.233
N 0.94353 -0.46831 1.90585 -0.37 -0.33 0.79 -0.141
C 1.80356 -0.99674 0.96632 1.31 -1.28 -0.54 -0.657
S 2.50099 -2.67149 0.97815 -0.54 1.51 0.28 1.078
C 3.40654 -2.27021 -0.43263 -0.75 1.02 -1.06 -0.385
C 3.07342 -1.01332 -0.89914 0.60 -0.96 1.32 -0.274
N 2.17564 -0.30109 -0.08352 0.25 -0.52 -0.33 -0.038
H -2.22857 -6.56658 0.99602 0.29 0.86 0.57 0.121
H -0.63972 -6.98825 1.14550 0.63 -0.44 0.34 0.094
H -2.73170 -4.19039 1.71334 0.50 0.49 0.24 0.129
H -1.68498 -1.96725 2.40376 -0.17 -0.44 0.13 0.119
H 1.71008 -4.14235 3.95013 -0.50 0.17 -0.19 0.130
H 0.72169 -6.19857 3.09203 0.23 -0.44 0.36 0.114
H 4.01734 -3.02609 -0.93483 -0.12 0.45 0.37 0.085
H 3.56947 -0.52320 -1.73920 -0.46 -0.19 0.34 0.098
Cl -4.10023 4.78118 1.33722 0.08 -0.35 -0.57 0.764
C -2.46023 4.39953 0.93466 -0.07 0.69 1.13 -0.629
C -1.60083 5.46961 0.65751 1.01 -0.04 0.10 -0.042
C -0.25418 5.26164 0.89164 1.13 -0.53 -0.03 0.001
C 0.24909 3.97664 1.11176 -0.75 -0.89 -0.49 0.004
N -0.57940 2.87816 1.12039 -0.83 2.40 1.01 -0.042
C -1.96773 3.15713 1.23384 2.58 0.11 -1.37 -0.021
H -1.93924 6.42952 0.30555 -0.36 0.14 0.27 0.128
H 0.57012 5.99726 0.91016 -1.10 0.07 -0.36 0.143
H 1.32878 3.83989 1.17358 -0.41 -0.42 0.04 0.156
H -2.61201 2.34528 1.39196 -0.55 -1.11 0.39 0.121
C -0.15614 1.51141 1.10375 -0.35 -0.40 0.27 -0.267
C 0.75147 0.96599 1.92669 0.11 1.24 1.56 -0.266
C 1.57283 1.67592 2.99747 -0.34 -0.22 -0.56 -0.183
C 0.95233 2.65933 3.82561 1.72 -0.93 -0.62 -0.039
C 1.71042 3.40212 4.70808 0.05 -1.12 -0.69 -0.052
C 3.04306 3.06991 4.87028 0.85 0.86 0.89 -0.071
C 3.65392 2.13185 4.08351 0.32 -1.14 -1.82 -0.048
C 2.95111 1.39239 3.08219 -0.61 2.02 1.84 0.000
H -0.09411 2.76911 3.80630 -1.14 0.23 -0.23 0.104
H 1.28125 4.21010 5.22818 -0.51 0.64 0.85 0.102
H 3.64723 3.57968 5.64154 -0.39 -0.17 -0.61 0.128
H 4.73773 2.01908 4.09119 -0.26 -0.15 0.44 0.117
H 3.51217 0.70868 2.47103 -0.24 -0.23 -0.26 0.112

=====

Question: Which of these has the lowest charge?
Answer: C35H27BCl3FN3O4SiZn